#1
Entry from the OMol25 dataset: a 2-piece molecular cluster, C3H9N3 overall (ωB97M-V/def2-TZVPD).

For the HOMO energy, the calculation gives -0.315 hartree. Its LUMO energy is 0.96 eV. Its HOMO-LUMO gap is 0.350 Ha. The structure (SMILES) is NCCN.C#N.

```
! wB97M-V def2-TZVPD RIJCOSX def2/J DEFGRID3
* xyz 0 1
N -0.398 1.161 1.247
C -0.628 -0.232 0.891
C -0.629 -0.437 -0.596
N -1.376 0.550 -1.296
H -0.927 1.450 2.060
H 0.585 1.337 1.419
H -1.558 -0.618 1.315
H 0.220 -0.881 1.282
H -0.990 -1.429 -0.880
H 0.596 -0.480 -0.871
H -1.214 0.539 -2.294
H -1.191 1.471 -0.916
C 2.336 -0.800 -0.509
N 2.450 -0.642 0.640
H 2.724 -0.989 -1.491
*
```


#2
Entry from the OMol25 dataset: the molecule C3H9N3 (ωB97M-V/def2-TZVPD).

For the HOMO energy, the calculation gives -0.327 hartree. Its LUMO energy is 0.93 eV. Its HOMO-LUMO gap is 0.361 Ha. The structure (SMILES) is [H]/N=C(/C)N(C)N.

```
! wB97M-V def2-TZVPD RIJCOSX def2/J DEFGRID3
* xyz 0 1
H 0.430 -2.461 -0.238
N 1.149 -1.764 0.002
C 0.691 -0.580 -0.079
C 1.705 0.642 0.025
N -0.594 -0.167 -0.309
C -0.983 1.185 -0.017
N -1.660 -1.046 0.118
H 1.747 1.175 -0.935
H 2.763 0.269 0.178
H 1.530 1.314 0.822
H -1.310 1.374 1.077
H -0.300 1.987 -0.286
H -1.931 1.347 -0.500
H -2.014 -1.646 -0.695
H -1.223 -1.629 0.838
*
```


Going by the energies, #2 is most stable and the next is 6.6 kcal/mol up.


#1
Entry from the OMol25 dataset: a 2-piece molecular cluster, C3H9N3 overall (ωB97M-V/def2-TZVPD).

For the HOMO energy, the calculation gives -0.355 hartree. Its LUMO energy is 0.96 eV. Its HOMO-LUMO gap is 0.390 Ha. The structure (SMILES) is [H]/N=C/N.C=NC.

```
! wB97M-V def2-TZVPD RIJCOSX def2/J DEFGRID3
* xyz 0 1
H -3.089 -2.093 -0.620
N -2.277 -1.574 -0.293
C -2.799 -0.501 0.160
N -2.117 0.509 0.796
H -3.844 -0.240 -0.028
H -2.405 0.896 1.680
H -1.120 0.335 0.839
C 3.022 1.327 -0.522
N 3.006 0.093 -0.276
C 1.686 -0.501 -0.139
H 2.124 1.862 -0.847
H 3.985 1.828 -0.437
H 1.373 -0.894 -1.105
H 0.890 0.202 0.154
H 1.565 -1.251 0.638
*
```


#2
Entry from the OMol25 dataset: the molecule C3H9N3 (ωB97M-V/def2-TZVPD).

For the HOMO energy, the calculation gives -0.343 hartree. Its LUMO energy is 0.76 eV. Its HOMO-LUMO gap is 0.371 Ha. The structure (SMILES) is [H]/N=C/NNCC.

```
! wB97M-V def2-TZVPD RIJCOSX def2/J DEFGRID3
* xyz 0 1
H 3.206 -1.055 -0.304
N 2.332 -0.925 0.040
C 2.061 0.271 -0.080
N 0.764 0.683 -0.174
N -0.380 -0.139 0.275
C -1.609 0.486 -0.009
C -2.629 -0.570 -0.191
H 2.605 1.282 -0.273
H 0.686 1.625 0.374
H -0.169 -0.019 1.351
H -1.910 1.407 0.647
H -1.669 0.992 -1.016
H -1.993 -1.669 -0.370
H -3.131 -0.552 0.853
H -3.565 -0.458 -0.572
*
```


Going by the energies, #1 is most stable and the next is 61.5 kcal/mol up.


#1
Entry from the OMol25 dataset: the molecule C3H9N3 (ωB97M-V/def2-TZVPD).

For the HOMO energy, the calculation gives -0.320 hartree. Its LUMO energy is 0.91 eV. Its HOMO-LUMO gap is 0.353 Ha. The structure (SMILES) is [H]/N=C/N(C)NC.

```
! wB97M-V def2-TZVPD RIJCOSX def2/J DEFGRID3
* xyz 0 1
H -2.783 -1.613 0.008
N -2.380 -0.692 -0.071
C -1.124 -0.811 0.119
N -0.252 0.245 0.078
C -0.749 1.615 -0.075
N 1.054 0.134 0.600
C 1.940 -0.548 -0.335
H -0.576 -1.736 0.304
H -1.248 2.006 0.827
H 0.095 2.258 -0.348
H -1.501 1.631 -0.887
H 0.990 -0.370 1.500
H 1.536 -1.495 -0.741
H 2.135 0.126 -1.184
H 2.864 -0.752 0.204
*
```


#2
Entry from the OMol25 dataset: the molecule C3H9N3 (ωB97M-V/def2-TZVPD).

For the HOMO energy, the calculation gives -0.222 hartree. Its LUMO energy is 1.12 eV. Its HOMO-LUMO gap is 0.263 Ha. The structure (SMILES) is C/C(=C/N)NN.

```
! wB97M-V def2-TZVPD RIJCOSX def2/J DEFGRID3
* xyz 0 1
C -1.147 1.179 -0.458
C -0.226 0.100 0.028
C -0.556 -0.789 1.031
N 0.377 -1.315 1.938
N 0.875 -0.292 -0.686
N 1.133 0.230 -1.966
H -2.083 1.190 0.110
H -1.406 1.051 -1.513
H -0.674 2.159 -0.331
H -1.573 -0.776 1.427
H 1.076 -0.645 2.250
H -0.025 -1.823 2.719
H 0.931 -1.322 -0.310
H 1.312 1.233 -1.901
H 1.988 -0.182 -2.338
*
```


Going by the energies, #1 is most stable and the next is 40.6 kcal/mol up.


#1
Entry from the OMol25 dataset: a 2-piece molecular cluster, C15H18O overall (ωB97M-V/def2-TZVPD).

For the HOMO energy, the calculation gives -0.303 hartree. Its LUMO energy is 0.83 eV. Its HOMO-LUMO gap is 0.334 Ha. The structure (SMILES) is CCc1ccc(O)cc1.Cc1ccccc1.

```
! wB97M-V def2-TZVPD RIJCOSX def2/J DEFGRID3
* xyz 0 1
C 0.835 -0.317 -3.067
C 1.198 0.787 -2.055
C 2.092 0.302 -0.996
C 3.480 0.494 -1.149
C 4.473 0.093 -0.218
C 3.968 -0.576 0.879
O 4.805 -1.142 1.809
C 2.618 -0.993 0.992
C 1.686 -0.491 0.077
H -0.254 -0.591 -3.209
H 1.335 -1.322 -2.790
H 1.190 0.065 -4.062
H 1.502 1.635 -2.650
H 0.225 0.865 -1.505
H 3.731 1.082 -2.016
H 5.483 0.355 -0.405
H 5.753 -0.746 1.637
H 2.285 -1.717 1.672
H 0.684 -0.976 -0.020
C -1.951 -1.197 -0.057
C -2.946 -0.229 0.582
C -3.886 -0.702 1.533
C -4.387 0.192 2.503
C -4.076 1.560 2.386
C -3.238 2.021 1.405
C -2.622 1.136 0.544
H -1.665 -1.884 0.808
H -1.132 -0.707 -0.534
H -2.333 -1.959 -0.733
H -4.241 -1.647 1.268
H -5.098 -0.249 3.185
H -4.623 2.282 2.981
H -2.879 3.056 1.424
H -2.012 1.518 -0.221
*
```


#2
Entry from the OMol25 dataset: a 2-piece molecular cluster, C15H18O overall (ωB97M-V/def2-TZVPD).

For the HOMO energy, the calculation gives -0.288 hartree. Its LUMO energy is 0.69 eV. Its HOMO-LUMO gap is 0.313 Ha. The structure (SMILES) is CCc1ccc(O)cc1.Cc1ccccc1.

```
! wB97M-V def2-TZVPD RIJCOSX def2/J DEFGRID3
* xyz 0 1
C 0.556 -0.263 4.210
C 1.248 1.176 4.023
C 1.597 1.246 2.573
C 0.916 2.104 1.767
C 0.930 1.864 0.372
C 1.907 1.058 -0.258
O 1.971 0.855 -1.536
C 2.734 0.251 0.607
C 2.428 0.350 1.938
H -0.494 -0.221 4.505
H 0.799 -0.627 5.176
H 0.779 -0.794 3.353
H 0.736 2.017 4.449
H 2.168 1.118 4.737
H 0.126 2.659 2.320
H 0.304 2.277 -0.387
H 1.087 1.130 -2.072
H 3.512 -0.357 0.213
H 2.787 -0.362 2.687
C -1.907 -3.337 -2.816
C -1.864 -1.714 -2.673
C -2.968 -0.894 -2.365
C -2.771 0.537 -2.204
C -1.544 1.037 -2.237
C -0.460 0.221 -2.686
C -0.651 -1.132 -2.928
H -0.959 -3.853 -2.561
H -2.244 -3.746 -3.682
H -2.507 -3.790 -1.921
H -3.974 -1.301 -2.276
H -3.442 1.308 -1.819
H -1.415 2.070 -1.760
H 0.331 0.721 -3.244
H 0.285 -1.609 -3.505
*
```


#3
Entry from the OMol25 dataset: a 2-piece molecular cluster, C15H18O overall (ωB97M-V/def2-TZVPD).

For the HOMO energy, the calculation gives -0.285 hartree. Its LUMO energy is 0.81 eV. Its HOMO-LUMO gap is 0.315 Ha. The structure (SMILES) is Cc1ccc(O)cc1.CCc1ccccc1.

```
! wB97M-V def2-TZVPD RIJCOSX def2/J DEFGRID3
* xyz 0 1
C 1.055 -4.119 -0.945
C 1.557 -2.775 -1.269
C 0.850 -1.664 -0.695
C 1.324 -0.376 -0.896
C 2.557 -0.300 -1.589
O 3.084 0.961 -1.504
C 3.232 -1.424 -2.217
C 2.743 -2.660 -1.952
H -0.076 -4.231 -0.877
H 1.270 -4.406 0.056
H 1.587 -4.746 -1.656
H -0.120 -1.838 -0.340
H 0.769 0.393 -0.516
H 2.624 1.445 -0.857
H 4.095 -1.338 -2.877
H 3.095 -3.646 -2.229
C -4.003 0.740 1.820
C -3.271 1.247 0.568
C -1.818 1.699 0.747
C -0.988 1.105 1.793
C 0.318 1.467 2.036
C 0.902 2.442 1.209
C 0.125 3.016 0.217
C -1.252 2.734 -0.024
H -3.878 1.387 2.647
H -3.698 -0.317 1.939
H -4.950 0.654 1.518
H -3.193 0.527 -0.154
H -3.740 2.207 0.102
H -1.607 0.495 2.616
H 0.791 1.183 3.020
H 1.996 2.900 1.371
H 0.478 3.907 -0.259
H -1.857 3.329 -0.802
*
```


Going by the energies, #1 is most stable and the next is 12.1 kcal/mol up.